# 1
Molecular formula: C6H7N2O2
Method: DFT, the ωB97M-V functional and the def2-TZVPD basis

## Properties
LUMO (spin up / spin down) = -4.48 / -7.62 eV
Relative energy (zero: lowest compared OMol25 entry of this formula, charge and spin) = 172.8 kcal per mole
Maximum force = 3.7 eV/A
Kohn-Sham gap (spin up / spin down) = 9.275 / 4.990 eV
Net charge = +1
HOMO level (spin up / spin down) = -13.751 / -12.606 eV

Cartesian coordinates (Å):
C 0.363 1.994 0.012
C -0.939 1.595 0.106
C 1.421 1.126 -0.052
C -0.124 -0.724 0.172
C -1.209 0.189 0.138
C 1.186 -0.216 0.089
N 3.384 -0.897 0.089
N -2.810 -1.531 -0.037
O -2.455 -0.215 0.057
O 2.118 -1.183 -0.089
H 0.635 3.064 0.098
H -1.812 2.247 0.131
H 2.319 1.571 -0.365
H -0.252 -1.701 0.407
H 4.092 -1.682 0.040
H -3.866 -1.517 -0.190
H -2.053 -2.121 -0.608

# 2
Molecular formula: C6H7N2O2
Method: DFT, the ωB97M-V functional and the def2-TZVPD basis

## Properties
SMILES = O=[N+]1/C=C/C=C\C=C/NO1
LUMO (spin up / spin down) = -5.99 / -5.99 eV
Relative energy (zero: lowest compared OMol25 entry of this formula, charge and spin) = 224.2 kcal per mole
Maximum force = 6.7 eV/A
Kohn-Sham gap (spin up / spin down) = 7.944 / 7.944 eV
Net charge = +1
HOMO level (spin up / spin down) = -13.930 / -13.932 eV

Cartesian coordinates (Å):
C 1.515 -0.046 0.163
C 0.837 0.939 -0.737
C 0.744 -1.102 0.520
C -0.405 1.327 -0.714
C -0.656 -1.223 0.288
C -1.425 0.943 0.233
N -1.226 -1.289 -0.900
N -2.587 0.340 0.100
O -3.619 0.433 0.678
O -2.531 -0.957 -0.921
H 2.439 -0.090 0.543
H 1.540 1.304 -1.472
H 1.162 -1.726 1.189
H -0.882 2.117 -1.393
H -1.206 -1.180 1.177
H -1.040 1.212 1.163
H -0.874 -1.229 -1.898